No. 1
Here is one molecule with the formula C25H26ClN3O4 from the Open Molecules 2025 dataset. Energies are from the ωB97M-V functional and the def2-TZVPD basis.

Values from the calculation:
Gap between HOMO and LUMO   8.126 eV
F_max   0.01163 hartree/bohr
Net charge   0
E   -51530.31877 eV
Relative energy (zero: lowest compared OMol25 entry of this formula, charge and spin)   3.9 kcal/mol

Structure (XYZ):
```
59
Properties=species:S:1:pos:R:3:forces:R:3:mulliken_charge:R:1
C -8.6852 -2.7375 0.2989 0.4 0.2 0.0 -1.43
C -7.2638 -2.4221 0.7382 -0.2 -0.2 0.2 -0.26
O -6.7344 -1.4769 -0.1686 -0.1 0.1 -0.2 -0.40
C -5.4615 -1.0287 0.0162 0.2 0.1 0.0 0.68
C -4.6121 -1.4226 1.0433 -0.4 -0.1 -0.2 -0.17
C -3.3329 -0.9005 1.1368 0.2 0.1 0.0 -1.01
C -2.8797 0.0247 0.2061 -0.2 -0.3 0.2 0.43
C -3.7319 0.4197 -0.8256 0.0 -0.1 0.1 -0.47
C -5.0029 -0.0984 -0.9195 -0.1 -0.2 0.1 -0.70
H -5.6688 0.2011 -1.7132 -0.1 0.0 -0.1 0.40
H -3.3840 1.1376 -1.5541 0.0 0.1 -0.1 0.39
N -1.6006 0.5877 0.2365 -0.1 0.0 -0.4 0.32
C -0.6150 0.3813 1.1238 0.4 0.4 -0.2 -0.22
O -0.6376 -0.3792 2.0709 -0.1 -0.2 0.3 -0.74
C 0.6749 1.1778 0.8076 -0.3 0.0 0.1 0.94
N 1.3657 0.6026 -0.3526 0.1 0.0 0.5 0.76
C 0.9087 0.8553 -1.5928 0.0 -0.1 -0.5 0.64
O -0.0055 1.6328 -1.8173 -0.1 0.0 -0.2 -0.67
C 1.5651 0.1004 -2.7382 0.0 0.0 -0.2 -0.64
H 2.6398 0.2602 -2.7926 -0.1 0.0 0.0 0.29
H 1.0844 0.4046 -3.6674 0.1 0.0 0.2 0.43
Cl 1.2952 -1.6520 -2.5343 -0.1 -0.1 -0.2 -0.17
C 2.4613 -0.2601 -0.0707 0.5 -0.1 0.0 -1.22
C 2.2595 -1.4329 0.6507 0.1 0.1 -0.1 -0.16
C 3.3269 -2.2507 0.9423 0.2 0.0 0.0 -0.74
C 4.6215 -1.9204 0.5287 -0.3 0.1 0.0 0.82
C 4.8207 -0.7331 -0.1699 0.3 -0.2 0.0 -0.68
C 3.7454 0.0896 -0.4583 -0.4 0.0 0.1 -0.31
H 3.9159 1.0179 -0.9857 0.0 0.1 0.0 0.54
H 5.8030 -0.4300 -0.4954 0.1 0.0 0.0 0.37
O 5.5816 -2.8208 0.8511 -0.3 -0.1 0.1 -0.47
C 6.9382 -2.5542 0.5532 0.4 0.2 0.0 -0.42
C 7.5732 -1.5744 1.5357 -0.3 -0.2 -0.2 -1.03
H 7.0814 -0.6055 1.4950 0.0 0.1 0.0 0.34
H 8.6255 -1.4471 1.2973 0.1 0.0 0.0 0.35
H 7.4844 -1.9605 2.5479 0.0 0.0 0.1 0.31
H 7.4281 -3.5284 0.6348 -0.1 0.1 -0.1 0.32
H 7.0462 -2.2010 -0.4796 0.0 -0.1 0.1 0.33
H 3.1865 -3.1670 1.4925 0.0 -0.1 0.1 0.44
H 1.2672 -1.6940 0.9830 -0.1 0.0 0.0 0.50
C 0.4576 2.6643 0.6243 0.3 0.4 0.1 -0.05
N -0.7543 3.1458 0.8444 0.0 -0.3 0.3 -0.32
C -0.9564 4.4440 0.7096 0.0 0.4 -0.1 -0.48
C 0.0390 5.3368 0.3487 0.0 -0.1 0.0 -0.44
C 1.3136 4.8364 0.1296 0.0 -0.1 0.0 -0.62
C 1.5328 3.4791 0.2765 -0.1 0.1 0.1 -0.60
H 2.5127 3.0530 0.1215 0.1 -0.1 0.0 0.40
H 2.1241 5.4949 -0.1484 0.0 0.0 0.0 0.43
H -0.1736 6.3888 0.2423 0.0 0.1 0.0 0.39
H -1.9692 4.7739 0.8992 -0.1 0.1 0.0 0.43
H 1.3402 1.0289 1.6670 -0.2 0.0 -0.2 0.59
H -1.4143 1.2672 -0.4961 0.1 -0.1 0.3 -0.03
H -2.6847 -1.2115 1.9386 0.0 0.0 0.0 0.47
H -4.9308 -2.1389 1.7839 -0.1 -0.1 0.0 0.37
H -7.2650 -2.0095 1.7570 0.1 -0.1 -0.1 0.36
H -6.6532 -3.3361 0.7308 0.0 0.1 0.0 0.36
H -8.6802 -3.1371 -0.7114 0.0 -0.1 -0.1 0.33
H -9.1273 -3.4679 0.9706 -0.1 -0.1 0.1 0.42
H -9.2857 -1.8320 0.3093 -0.1 0.1 0.0 0.33
```
Forces are in eV/Å.

No. 2
Here is one molecule with the formula C25H26FN3O4 from the Open Molecules 2025 dataset. Energies are from the ωB97M-V functional and the def2-TZVPD basis.

Values from the calculation:
Gap between HOMO and LUMO   8.689 eV
F_max   0.01332 hartree/bohr
Net charge   0
E   -41725.51188 eV
Relative energy (zero: lowest compared OMol25 entry of this formula, charge and spin)   21.2 kcal/mol

Structure (XYZ):
```
59
Properties=species:S:1:pos:R:3:forces:R:3:mulliken_charge:R:1
C -2.5400 -3.6525 0.8663 0.0 -0.1 0.0 -1.53
C -2.5556 -2.3066 0.2431 0.4 0.3 -0.1 -0.02
C -1.5935 -1.6024 -0.4184 -0.5 -0.3 0.1 0.54
N -0.2413 -1.7892 -0.6973 -0.1 0.7 -0.1 -0.07
C 0.5406 -2.8830 -0.6398 0.5 0.1 -0.1 0.81
O 0.1851 -4.0045 -0.3448 0.0 -0.1 -0.1 -0.72
C 1.9982 -2.5937 -1.0211 0.1 -0.6 0.2 -0.72
H 2.1682 -2.8998 -2.0561 -0.1 0.0 0.1 0.42
H 2.6389 -3.1796 -0.3539 -0.2 0.1 -0.1 0.37
O 2.3330 -1.2181 -0.9541 -0.1 0.0 -0.5 -0.38
C 2.5793 -0.7228 0.2655 0.0 0.1 0.5 -0.25
O 2.5497 -1.3905 1.2654 -0.1 -0.1 -0.1 -0.65
C 2.9612 0.7575 0.2411 0.1 -0.1 0.0 3.34
C 4.4746 0.7274 0.1878 0.1 0.0 -0.2 -1.03
C 5.2525 0.9089 1.3265 0.1 0.0 -0.1 -0.38
C 6.6345 0.8605 1.2741 0.1 0.0 0.1 -0.96
C 7.2816 0.6169 0.0757 -0.1 0.0 0.0 -0.36
C 6.5352 0.4117 -1.0698 -0.1 0.0 -0.1 -0.68
C 5.1552 0.4618 -0.9981 0.3 0.0 0.1 0.42
F 4.4723 0.2348 -2.1417 0.0 0.1 0.1 -0.30
H 7.0019 0.2064 -2.0204 0.0 0.0 -0.1 0.46
H 8.3590 0.5782 0.0313 0.1 0.0 0.0 0.39
H 7.2066 1.0102 2.1769 0.1 0.0 0.1 0.40
H 4.7696 1.0861 2.2731 -0.1 0.0 0.1 0.45
C 2.3110 1.5419 -0.9178 -0.1 0.1 -0.2 -1.20
C 1.0219 2.1625 -0.3510 -0.2 0.0 0.0 -0.59
H 1.0926 3.2503 -0.3656 0.0 0.0 0.0 0.44
C 0.9238 1.6656 1.0938 0.1 0.2 0.0 -0.45
H 0.3651 0.7283 1.1374 -0.1 -0.1 0.0 0.06
H 0.4282 2.3833 1.7457 -0.1 -0.1 0.1 0.55
C 2.3726 1.4156 1.4967 -0.1 -0.2 0.0 -1.56
H 2.4547 0.7688 2.3685 0.1 0.1 0.0 0.49
H 2.8782 2.3626 1.6895 0.1 0.0 0.0 0.50
H 0.1435 1.8775 -0.9269 0.0 0.1 0.0 0.08
H 2.1126 0.8997 -1.7720 0.1 0.1 0.0 0.42
H 2.9987 2.3224 -1.2462 0.0 -0.1 0.0 0.48
H 0.1671 -0.9357 -1.0727 0.0 -0.2 0.1 0.04
C -2.1641 -0.3383 -0.8456 -0.1 -0.4 0.0 0.59
O -1.6180 0.5809 -1.4362 0.2 0.2 -0.1 -0.76
N -3.4762 -0.3729 -0.4154 0.1 -0.4 -0.3 0.29
C -4.3157 0.7451 -0.3081 -0.3 0.4 0.2 0.16
C -5.0222 0.9984 0.8647 0.1 -0.1 0.0 0.04
C -5.8409 2.1097 0.9437 -0.1 0.0 0.0 -0.68
C -5.9462 2.9789 -0.1292 0.0 0.1 0.0 -0.43
C -5.2224 2.7368 -1.2852 0.0 0.0 0.0 -0.72
C -4.4129 1.6207 -1.3845 0.1 -0.1 0.0 -0.39
H -3.8398 1.4288 -2.2763 0.0 0.0 -0.1 0.44
H -5.2925 3.4183 -2.1193 0.0 0.0 -0.1 0.37
H -6.5839 3.8471 -0.0603 -0.1 0.1 0.0 0.39
H -6.3897 2.3021 1.8536 0.0 0.0 0.1 0.38
H -4.9130 0.3399 1.7136 0.0 -0.1 0.0 0.50
N -3.6989 -1.5354 0.3172 0.2 0.3 0.5 -0.05
C -5.0169 -2.1263 0.2783 -0.2 -0.2 -0.3 -1.23
H -5.1374 -2.7942 -0.5809 0.0 0.0 0.0 0.34
H -5.1806 -2.6893 1.1959 0.0 0.0 0.0 0.36
H -5.7605 -1.3351 0.2125 0.0 -0.1 0.1 0.48
H -2.6970 -3.5726 1.9413 -0.1 0.0 0.1 0.35
H -1.5798 -4.1244 0.6790 -0.1 0.0 0.0 0.36
H -3.3282 -4.2787 0.4503 -0.1 -0.1 0.0 0.41
```
Forces are in eV/Å.

No. 3
Here is C25H26IrN5O4 as an isolated structure at a distorted geometry from the Open Molecules 2025 dataset. Energies are from the ωB97M-V functional and the def2-TZVPD basis.

Values from the calculation:
Gap between HOMO and LUMO   8.022 eV
F_max   0.02258 hartree/bohr
Net charge   0
E   -44827.35970 eV
Relative energy (zero: lowest compared OMol25 entry of this formula, charge and spin)   39.7 kcal/mol

Structure (XYZ):
```
61
Properties=species:S:1:pos:R:3:forces:R:3:mulliken_charge:R:1
Ir -1.4016 1.6834 -1.0536 -0.5 0.1 -0.7 0.98
C -0.9407 1.1550 -3.8852 0.0 0.0 -0.1 -1.08
N -0.4640 0.5156 -2.6324 -0.1 0.0 0.0 -0.12
C -0.6685 -0.9366 -2.8256 -0.1 -0.1 0.2 -1.17
C 1.0076 0.7137 -2.4737 0.0 0.1 0.1 -0.49
C 1.2390 2.1702 -2.2887 0.0 0.1 -0.1 1.37
C 2.3443 2.8486 -2.7776 0.0 -0.1 0.0 -0.72
C 2.4093 4.2271 -2.6455 0.0 0.0 0.0 -0.60
C 1.3548 4.9036 -2.0521 0.0 0.0 0.0 -0.70
C 0.2428 4.2198 -1.5723 0.1 -0.1 0.1 -0.53
C 0.1763 2.8298 -1.6682 0.2 -0.2 0.3 -0.34
H -0.4343 0.6964 -4.7400 0.0 0.0 0.0 0.37
H -0.7377 2.2197 -3.8707 0.0 0.0 0.0 0.38
H -2.0125 0.9936 -3.9753 0.0 0.0 0.0 0.34
H -0.0977 -1.2436 -3.7057 0.0 0.0 0.0 0.51
H -1.7197 -1.1543 -2.9691 -0.1 0.0 0.1 0.43
H -0.2891 -1.4938 -1.9741 0.0 0.0 0.0 0.18
H 1.5302 0.3093 -3.3470 0.0 0.0 0.0 0.52
H 1.3040 0.1409 -1.5916 0.0 0.0 0.0 0.02
H 3.1466 2.3082 -3.2682 0.0 0.0 0.0 0.41
H 3.2682 4.7695 -3.0192 0.0 0.0 0.0 0.39
H 1.3911 5.9823 -1.9622 0.0 0.0 0.0 0.42
H -0.5654 4.7731 -1.1191 0.0 0.0 0.0 0.45
N -3.3578 1.1789 -0.1535 -0.3 -0.1 -0.1 -0.29
N -4.1513 2.3309 -0.0471 0.1 0.2 -0.2 -0.60
C -3.5010 3.5544 -0.2627 0.0 -0.2 -0.2 0.60
O -4.0247 4.5991 0.0243 0.0 0.0 0.0 -0.65
O -2.3077 3.4261 -0.8180 0.1 0.2 0.4 -0.56
H -3.7837 0.4758 -0.7504 -0.1 -0.1 0.1 0.34
H -3.1742 0.7651 0.7561 -0.1 0.0 0.0 0.30
H -4.8653 2.3368 0.6642 0.0 0.0 0.0 0.26
O -2.7181 -1.3942 -0.7480 0.8 0.4 0.8 -0.76
C -1.7460 -1.1501 -0.0234 -0.4 -0.5 -0.3 0.00
N -1.2388 -2.0194 0.9023 -0.1 0.2 -0.1 0.24
C 0.0003 -1.5575 1.4909 0.1 0.0 0.1 3.05
C 0.0685 -0.1369 0.8829 -0.1 0.1 -0.2 -0.22
O 0.9157 0.6927 1.1039 0.0 0.0 0.1 -0.65
N -0.9816 0.0092 0.0075 0.4 0.0 -0.2 0.00
C -0.0561 -1.5076 3.0181 0.0 0.0 0.0 -0.82
C 0.8775 -0.7624 3.7336 0.0 0.0 0.0 -0.02
C 0.8497 -0.7529 5.1188 0.0 0.0 0.0 -0.97
C -0.1019 -1.4918 5.8080 0.0 0.0 0.0 -0.45
C -1.0299 -2.2377 5.1006 0.0 0.0 0.0 -0.93
C -1.0082 -2.2436 3.7122 0.0 0.0 0.0 -0.23
C 1.2063 -2.3897 1.0285 0.0 0.0 0.0 -0.03
C 1.0461 -3.7397 0.7329 0.0 0.0 0.0 -0.31
C 2.1296 -4.5173 0.3520 0.0 0.0 0.0 -0.96
C 3.3927 -3.9541 0.2604 0.0 0.0 0.0 -0.44
C 3.5617 -2.6108 0.5592 0.0 0.0 0.0 -1.07
C 2.4795 -1.8330 0.9450 0.0 0.0 0.0 0.10
H -1.5640 -2.9684 0.9102 0.0 0.0 0.0 0.34
H 1.6144 -0.1742 3.2058 0.0 0.0 0.0 0.33
H 1.5751 -0.1615 5.6619 0.0 0.0 0.0 0.40
H -0.1204 -1.4834 6.8898 0.0 0.0 0.0 0.40
H -1.7787 -2.8160 5.6262 0.0 0.0 0.0 0.40
H -1.7521 -2.8180 3.1768 0.0 0.0 0.0 0.33
H 0.0743 -4.2114 0.7999 0.0 0.0 0.0 0.27
H 1.9821 -5.5657 0.1278 0.0 0.0 0.0 0.40
H 4.2384 -4.5587 -0.0394 0.0 0.0 0.0 0.41
H 4.5430 -2.1593 0.4921 0.0 0.0 0.0 0.41
H 2.6236 -0.7854 1.1674 0.0 0.0 0.0 0.36
```
Forces are in eV/Å.

No. 4
Here is C25H26MgN5Te as an isolated structure at a distorted geometry from the Open Molecules 2025 dataset. Energies are from the ωB97M-V functional and the def2-TZVPD basis.

Values from the calculation:
Gap between HOMO and LUMO   7.311 eV
F_max   0.06424 hartree/bohr
Net charge   +1
E   -46533.04478 eV

Structure (XYZ):
```
58
Properties=species:S:1:pos:R:3:forces:R:3:mulliken_charge:R:1
Mg -18.2432 1.9853 -1.0512 0.1 0.0 -0.2 1.11
C -16.7980 3.9652 -2.8112 1.2 0.3 0.6 -1.09
N -16.5853 2.5302 -2.5514 -1.3 0.3 0.0 -0.11
C -16.8016 1.7416 -3.7507 2.1 1.0 -1.4 -1.04
C -18.1078 1.1361 -3.8202 -1.1 -0.2 1.2 0.17
N -18.8864 1.0230 -2.7687 -0.2 0.3 0.2 -0.09
C -19.9829 0.2769 -3.1636 0.1 -1.2 1.0 0.36
C -21.0980 -0.1716 -2.4018 1.3 0.9 0.7 -0.58
C -21.9757 -0.9372 -3.1014 0.0 -0.2 0.9 -0.62
C -21.8498 -1.1925 -4.4524 -1.2 0.1 -1.4 -0.42
C -20.7932 -0.7785 -5.2076 1.2 -0.4 0.1 -1.02
C -19.7543 -0.1832 -4.4608 -1.2 1.6 -0.8 0.46
N -18.6008 0.5008 -4.8651 0.2 -1.5 -2.9 0.03
C -18.2494 4.3494 -2.6577 -0.7 2.0 0.2 0.66
N -19.0130 3.8468 -1.7124 -0.5 -0.2 -0.7 -0.05
C -20.2574 4.5238 -1.7828 0.2 -0.8 1.2 0.76
C -21.4105 4.4067 -0.9488 0.3 0.4 -0.9 -0.68
C -22.3952 5.3613 -1.1581 0.2 -1.2 0.3 -0.78
C -22.3119 6.2751 -2.1930 0.4 1.0 -0.6 -0.34
C -21.2063 6.4136 -3.0081 -0.3 -1.7 1.2 -1.04
C -20.1663 5.4916 -2.7591 0.0 2.0 -0.8 0.56
N -18.8680 5.4483 -3.2771 1.7 -1.5 -0.3 -0.09
H -16.3442 4.2883 -3.7815 -0.6 -0.2 0.6 0.33
H -16.2059 4.4695 -2.0139 -0.5 0.1 -0.5 0.45
H -15.6963 2.3186 -2.1384 0.4 0.2 0.2 0.01
H -16.0735 0.9185 -3.8293 0.0 0.3 0.2 0.40
H -16.6191 2.4429 -4.6133 -0.2 -1.0 0.3 0.44
H -21.2034 0.0682 -1.3034 0.1 -0.3 -1.4 0.29
H -22.7501 -1.4429 -2.5894 -1.0 -0.1 0.5 0.46
H -22.7413 -1.5709 -4.9542 0.4 -0.4 0.1 0.37
H -20.7245 -0.9961 -6.2747 0.0 0.2 0.3 0.38
H -18.1876 0.4284 -5.8345 -0.6 0.2 1.9 0.31
H -21.5873 3.5838 -0.2572 0.4 0.3 0.0 0.38
H -23.2919 5.3409 -0.5667 -0.2 -0.1 0.2 0.40
H -23.1231 6.9632 -2.3727 -0.2 0.0 0.1 0.39
H -21.2883 7.1304 -3.7709 0.6 0.7 -1.0 0.44
H -18.3571 6.0687 -3.9587 -1.3 -1.0 1.1 0.30
C -15.3516 -3.5383 -3.8273 -0.1 -0.2 0.1 -1.43
C -15.7242 -2.4892 -2.7297 0.4 -0.1 -1.7 0.62
C -16.9255 -2.6716 -2.0636 1.0 -0.1 -0.4 -1.11
C -17.2310 -1.8633 -0.9855 -2.1 -0.4 0.6 1.35
C -18.5344 -2.2132 -0.2435 0.8 1.2 -0.1 -1.83
C -16.4536 -0.7442 -0.6542 -1.6 0.7 0.3 -1.12
Te -17.2924 0.5739 0.9361 0.7 -0.4 -0.4 -0.31
C -15.3522 -0.4456 -1.4340 2.0 -0.5 0.9 1.76
C -14.2463 0.5227 -1.0084 -1.1 0.1 1.3 -1.59
C -14.9538 -1.3867 -2.3762 0.9 -0.9 -0.9 -1.03
H -16.2587 -4.0145 -4.1934 -0.4 0.0 0.3 0.39
H -14.8031 -4.3787 -3.3607 0.1 0.5 -0.3 0.31
H -14.8863 -3.2761 -4.8140 0.2 0.5 1.4 0.34
H -17.4945 -3.5172 -2.4304 -0.5 0.1 0.6 0.35
H -19.0586 -3.0144 -0.7140 -0.1 -0.9 -0.1 0.39
H -19.2222 -1.3832 -0.2306 -0.2 0.6 -0.4 0.36
H -18.4011 -2.3333 0.8218 0.4 -0.6 0.3 0.45
H -13.3386 0.0004 -0.7394 0.2 -0.5 -0.3 0.47
H -14.5353 0.9720 -0.0342 0.0 0.3 -0.8 0.37
H -13.9702 1.2483 -1.7660 0.0 0.3 -0.1 0.35
H -13.9074 -1.3663 -2.7306 -0.7 0.3 -0.2 0.38
```
Forces are in eV/Å.

Question: Which value of net charge does entry 2 give?
Answer: 0